# 1
Entry from the Open Molecules 2025 dataset: C4H2Cl2F4O2 in the gas phase at a distorted geometry (ωB97M-V/def2-TZVPD).

Structure (XYZ):
```
14
Properties=species:S:1:pos:R:3:forces:R:3
Cl 0.85868 2.31577 0.98609 0.1 0.1 0.0
Cl 1.32934 1.29663 -1.70787 0.1 0.0 0.2
F 2.46857 -0.80652 -0.00183 -0.1 0.0 -0.3
F 0.23337 -1.72403 -1.30046 0.1 0.2 -0.1
F 1.31465 -0.44796 1.78033 -0.3 0.1 -0.1
F -0.51146 -2.07536 0.69772 0.0 0.1 0.2
O -1.46959 0.36328 -1.34424 -0.4 -0.2 -0.3
O -1.46554 0.48523 0.95814 -0.2 0.1 0.4
C 0.74869 0.95996 -0.08742 -1.8 -0.8 -0.2
C 1.27456 -0.39841 0.43561 0.4 -0.2 0.2
C -0.78776 0.18700 -0.18890 2.0 0.8 0.0
C 0.02213 -1.14227 -0.11407 -0.3 -0.2 0.0
H -2.07525 -0.22264 1.21707 0.2 0.0 -0.2
H -1.94038 1.20931 -1.33018 0.1 -0.1 0.1
```
Positions in Å, forces in eV/Å.

Properties
**Largest force on an atom**: 2.21 eV Å⁻¹
**HOMO level**: -10.616 eV
**Electronic energy**: -1623.93200 Eh
**ΔE to the lowest compared entry with this formula, charge and spin**: 0.0 kcal per mole
**SMILES**: OC1(O)C(F)(F)C(F)(F)C1(Cl)Cl
**Gap between HOMO and LUMO**: 10.96 eV


# 2
Entry from the Open Molecules 2025 dataset: C3H3FS2 in the gas phase at a distorted geometry (ωB97M-V/def2-TZVPD).

Structure (XYZ):
```
9
Properties=species:S:1:pos:R:3:forces:R:3
S -0.06348 1.34889 -0.20377 2.3 -1.6 1.5
S 2.47151 -0.49396 -0.51173 -1.6 4.2 1.2
F -2.67072 0.18398 -0.77202 2.5 -2.8 2.4
C -0.51018 -0.34342 0.37072 -1.1 -0.7 -1.1
C 1.74018 1.07149 -0.10665 1.9 -1.5 0.0
C -1.77885 -0.72270 0.01846 1.4 -0.5 -0.9
H 2.43247 1.99889 0.32294 -2.0 -2.4 -1.5
H -1.92594 -1.88879 0.06227 -1.0 2.7 -0.2
H 0.30501 -1.15438 0.81977 -2.4 2.6 -1.2
```
Positions in Å, forces in eV/Å.

Properties
**Largest force on an atom**: 4.68 eV Å⁻¹
**HOMO level**: -9.138 eV
**Electronic energy**: -1012.21190 Eh
**ΔE to the lowest compared entry with this formula, charge and spin**: 64.8 kcal per mole
**SMILES**: F/C=C\SC=S
**Gap between HOMO and LUMO**: 7.93 eV


# 3
Entry from the Open Molecules 2025 dataset: a 2-piece molecular cluster, Br2HNS2 overall at a distorted geometry (ωB97M-V/def2-TZVPD).

Structure (XYZ):
```
6
Properties=species:S:1:pos:R:3:forces:R:3
Br 1.01598 2.26839 -0.57617 0.7 0.8 -0.6
Br 1.52561 -1.30152 -0.14779 -0.8 -0.8 -0.3
S 0.11433 1.15178 1.04439 0.0 -0.9 -0.2
S -0.51112 -2.12875 -0.69352 1.5 1.1 0.6
N -1.00778 0.36108 0.53514 -0.8 1.7 2.7
H -1.13702 -0.35097 -0.16204 -0.4 -1.9 -2.2
```
Positions in Å, forces in eV/Å.

Properties
**Largest force on an atom**: 3.35 eV Å⁻¹
**HOMO level (alpha / beta)**: -8.761 / -8.746 eV
**Electronic energy**: -5999.65061 Eh
**ΔE to the lowest compared entry with this formula, charge and spin**: 52.6 kcal per mole
**Gap between HOMO and LUMO (alpha / beta)**: 6.01 / 5.93 eV


# 4
Entry from the Open Molecules 2025 dataset: a 2-piece molecular cluster, C8H17N2O2P overall at a distorted geometry (ωB97M-V/def2-TZVPD).

Structure (XYZ):
```
30
Properties=species:S:1:pos:R:3:forces:R:3
P -1.89211 0.87236 0.15239 1.1 0.3 2.4
O 0.95015 0.03542 0.02190 -1.1 1.3 0.7
O -3.06355 0.23292 -0.43989 0.6 0.5 -0.4
N -1.65116 0.67483 1.74003 -1.4 2.7 -1.5
N -1.39686 2.44829 -0.15494 -1.9 -1.1 -1.2
C -1.03494 2.58933 -1.59763 1.7 0.5 0.5
C 1.92588 -2.27693 0.31247 -0.2 4.5 -0.8
C 1.83885 -1.01330 -1.94028 -1.4 -1.9 -0.7
C -0.03946 2.84820 -0.50463 0.8 0.4 1.6
C 1.10902 -1.15629 -0.56029 0.4 -2.1 -0.9
C -1.51058 -0.17015 2.86762 0.4 -1.9 -2.0
C -0.27972 -1.81427 -0.86206 1.3 -0.5 5.4
C -0.45446 0.76817 2.51634 1.9 -0.3 -0.3
H -1.30674 3.41387 -2.21225 -1.0 0.9 0.3
H 0.26102 3.83438 -0.00797 -1.0 -0.9 -1.5
H 2.84029 -1.70336 0.60803 -0.3 -1.2 -0.4
H 2.01235 -2.10440 -2.38475 -0.5 2.5 0.3
H 2.74711 -0.50660 -1.88630 2.1 0.3 0.8
H -0.53392 -1.57265 -1.77722 -1.9 1.7 -4.5
H -1.52247 -1.19343 2.57701 0.8 -0.9 0.1
H 0.67533 2.11737 -0.18084 0.5 -0.7 -0.7
H 0.30634 0.39609 1.83524 0.8 -0.3 0.5
H -2.20904 0.00492 3.58192 -1.7 0.9 2.4
H -1.00486 1.70258 -2.21103 0.5 -0.4 0.3
H -0.14478 1.58363 3.16700 -0.8 0.3 -0.3
H 1.98469 -3.03790 -0.41652 0.7 -1.4 0.1
H 1.34178 -2.41955 1.18911 -0.5 -0.8 0.7
H 1.32339 -0.25575 -2.59454 -0.4 -1.3 0.2
H -0.92075 -1.40733 -0.02664 0.2 -0.5 -1.1
H -0.35080 -2.89048 -0.81127 0.3 -0.5 0.2
```
Positions in Å, forces in eV/Å.

Properties
**Largest force on an atom**: 5.53 eV Å⁻¹
**HOMO level (alpha / beta)**: -7.764 / -7.763 eV
**Electronic energy**: -916.15695 Eh
**ΔE to the lowest compared entry with this formula, charge and spin**: 38.4 kcal per mole
**Gap between HOMO and LUMO (alpha / beta)**: 6.76 / 6.75 eV


# 5
Entry from the Open Molecules 2025 dataset: C20H43MnN2P3S as an isolated structure at a distorted geometry (ωB97M-V/def2-TZVPD).

Structure (XYZ):
```
70
Properties=species:S:1:pos:R:3:forces:R:3
Mn -0.71613 0.55864 -0.03777 -1.1 -1.6 1.2
S 0.79692 0.97920 -1.68881 1.5 0.2 -0.5
P -1.36725 -1.38485 -1.42348 -0.6 -0.9 -1.3
P 0.80576 1.38340 1.59618 1.4 1.1 1.4
P -1.85613 -0.76103 1.86503 -0.6 -0.4 0.9
N -4.74494 2.38860 0.84216 0.5 -0.3 0.2
N -2.47422 1.63187 0.16614 -1.9 1.1 0.6
C 2.54798 -1.12927 -0.99549 0.5 -0.6 0.2
C 4.65997 0.17769 -2.29288 -0.4 0.6 -0.2
C 1.68391 0.18089 2.67952 -0.3 -0.3 -0.3
C 3.40432 0.76421 -2.25741 0.6 0.3 -0.6
C -5.19893 2.19067 2.24374 0.1 -0.2 0.6
C 7.62762 0.27050 -4.63268 0.1 -0.4 0.3
C -2.26272 0.26918 3.33548 0.1 0.4 -0.1
C -3.54218 2.04168 0.49802 1.6 -1.1 -0.6
C 4.86771 -1.07346 -1.70465 0.4 0.2 -0.3
C 2.23419 2.32839 0.92814 -0.1 -0.1 -0.5
C 7.89195 -0.82894 -3.91164 -0.2 0.5 -0.2
C -1.13106 -2.22814 2.71571 0.2 0.2 -0.4
C -3.54278 -1.40615 1.50217 -0.2 0.2 -0.4
C 2.31840 0.12291 -1.61922 -0.9 0.2 0.4
C 0.16933 2.63752 2.78762 -0.5 0.0 -0.2
C 3.80793 -1.72311 -1.07344 -1.4 -0.3 0.6
C -0.49494 -1.52000 -3.03648 0.3 0.4 0.2
C -3.10224 -1.29365 -2.03100 0.0 0.2 0.3
C -5.74231 2.63504 -0.21699 -0.3 0.5 -0.5
C -1.17778 -3.11473 -0.82308 0.1 0.2 0.4
H -0.19001 -3.23779 -0.35729 -0.2 -0.1 -0.1
H 2.02623 -0.66891 2.07358 0.0 0.2 0.2
H -4.01955 -1.67663 2.45589 0.3 0.1 -0.2
H -0.92330 2.60434 2.86091 0.3 0.1 0.1
H -3.80100 -1.10283 -1.21090 0.1 -0.1 -0.2
H 3.22010 1.73222 -2.72071 0.2 -0.2 0.0
H 0.30873 -0.50468 0.30180 0.0 -0.1 0.0
H 1.73719 -1.62605 -0.45460 0.3 0.1 -0.3
H -1.39672 0.37216 3.99761 -0.1 0.0 -0.2
H 5.85215 -1.54104 -1.75172 -0.2 0.1 0.0
H -1.24708 -3.80003 -1.68115 0.0 0.3 0.2
H -5.39619 3.44496 -0.87464 -0.2 -0.3 0.3
H 8.47734 -0.77876 -2.98840 -0.2 0.0 -0.3
H -0.19478 -1.95838 3.21587 -0.2 -0.2 -0.1
H -4.61135 2.80179 2.94704 -0.2 -0.1 -0.4
H -5.12600 1.13048 2.55402 -0.1 0.5 -0.3
H -6.24857 2.49663 2.31032 0.4 0.0 -0.1
H -1.85636 -2.57085 3.47124 0.2 0.1 -0.3
H -0.94667 -3.03436 1.99673 0.0 0.1 0.3
H 0.56609 -1.74713 -2.88028 -0.2 0.0 -0.1
H -3.16843 -0.47115 -2.75604 0.0 -0.2 0.2
H 2.69312 2.91861 1.73332 -0.2 -0.3 -0.1
H 7.56701 -1.82059 -4.24011 0.2 0.3 0.1
H 0.46499 3.63358 2.43237 -0.1 -0.3 0.1
H 0.60400 2.47881 3.78445 -0.1 0.0 -0.3
H 2.98365 1.64930 0.50585 -0.1 0.1 0.1
H -3.37862 -2.23382 -2.53404 0.2 0.3 0.2
H -5.92480 1.73749 -0.81138 0.0 0.0 0.1
H -1.94920 -3.38539 -0.09211 0.2 0.1 -0.2
H 1.02905 -0.18827 3.48029 0.2 0.1 -0.2
H -3.51662 -2.30422 0.87664 0.0 0.2 0.1
H 7.98041 1.25807 -4.31849 -0.1 -0.4 -0.1
H 1.89517 3.00391 0.13392 0.1 0.0 0.2
H 7.08493 0.21673 -5.58169 0.2 0.0 0.3
H -4.18004 -0.65839 1.00608 0.3 -0.2 0.2
H 3.95912 -2.71477 -0.63751 0.0 0.4 -0.1
H -0.56834 -0.56857 -3.57772 0.0 -0.3 0.0
H -3.06090 -0.23546 3.89861 0.3 0.1 -0.2
H -0.95036 -2.31570 -3.63704 0.0 0.1 0.2
H -6.67531 2.93649 0.27053 0.3 0.0 -0.2
H 2.55978 0.67090 3.13024 -0.3 0.0 -0.1
H 5.47628 0.69158 -2.79535 -0.1 -0.2 0.1
H -2.61749 1.26869 3.04894 0.1 -0.3 0.1
```
Positions in Å, forces in eV/Å.

Properties
**Net charge**: +3
**Largest force on an atom**: 2.33 eV Å⁻¹
**HOMO level (alpha / beta)**: -15.590 / -15.574 eV
**Electronic energy**: -3469.58441 Eh
**2S+1**: 5
**Expectation value of S²**: 6.248
**Gap between HOMO and LUMO (alpha / beta)**: 4.80 / 3.54 eV


# 6
Entry from the Open Molecules 2025 dataset: C4H8O2 in the gas phase (ωB97M-V/def2-TZVPD).

Structure (XYZ):
```
14
Properties=species:S:1:pos:R:3:forces:R:3
O 0.17722 -0.89088 0.79226 0.0 0.0 0.1
O -0.42981 1.05193 -0.24566 0.0 0.0 0.0
C 0.56806 0.44289 0.54489 0.3 0.2 0.0
C -1.55279 0.20166 -0.32911 -0.2 -0.2 0.0
C 1.87895 0.52326 -0.20926 0.0 -0.1 0.0
C -1.03126 -1.17083 0.11570 -0.3 -0.1 -0.1
H -1.89826 0.19783 -1.36685 0.0 0.0 0.1
H 0.63741 0.94840 1.52068 0.0 0.0 -0.1
H 1.75595 0.04361 -1.18523 0.0 0.0 0.1
H -0.84354 -1.84400 -0.73122 0.0 0.2 0.1
H 2.68386 0.02649 0.33931 -0.1 0.1 0.0
H -2.36564 0.56475 0.31419 0.1 -0.1 0.0
H -1.72079 -1.66828 0.80641 0.1 0.1 -0.1
H 2.14064 1.57316 -0.36611 0.0 -0.1 0.0
```
Positions in Å, forces in eV/Å.

Properties
**Largest force on an atom**: 0.36 eV Å⁻¹
**HOMO level**: -9.689 eV
**Electronic energy**: -307.66547 Eh
**ΔE to the lowest compared entry with this formula, charge and spin**: 29.5 kcal per mole
**SMILES**: CC1OCCO1
**Gap between HOMO and LUMO**: 10.74 eV